The following is a DFT calculation (the ωB97M-V functional and the def2-TZVPD basis) of a cluster of 2 separate species, C11H15N in total at a distorted geometry.

Each line ends with the Löwdin charge.
Atoms and positions in Å:
C  1.137  -1.003  -2.540  -0.0508
C  0.256  -1.155  -1.338  -0.2305
C  -1.084  -1.377  -1.329  -0.0597
N  -1.566  -1.516  -0.022  0.0816
C  -0.492  -1.358  0.810  -0.2445
C  -0.398  -1.462  2.179  -0.0361
C  0.809  -1.215  2.821  -0.0991
C  1.945  -0.878  2.068  -0.0948
C  1.888  -0.828  0.671  -0.0267
C  0.678  -1.103  0.058  -0.1469
H  0.731  -1.162  -3.534  0.0734
H  1.953  -1.720  -2.438  0.0764
H  1.596  -0.010  -2.487  0.0788
H  -1.830  -1.310  -2.103  0.1183
H  -2.537  -1.686  0.157  0.1458
H  -1.217  -1.803  2.804  0.1061
H  0.830  -1.225  3.900  0.0955
H  2.863  -0.916  2.640  0.0940
H  2.768  -0.606  0.084  0.1074
C  -0.595  2.700  0.277  -0.1702
C  -1.505  2.966  -0.919  -0.1597
H  -0.813  3.259  1.185  0.0585
H  -0.647  1.634  0.531  0.0495
H  0.475  2.864  0.129  0.0617
H  -1.270  3.892  -1.433  0.0586
H  -2.538  2.902  -0.570  0.0617
H  -1.435  2.115  -1.601  0.0518

HOMO-LUMO gap in eV: 8.77
HOMO level in eV: -7.8566
SMILES: Cc1c[nH]c2ccccc12.CC
Net charge: 0
ΔE to the lowest compared entry with this formula, charge and spin in kJ/mol: 45.0